Here is a single C5H8N2 molecule from OMol25. Energies are from ωB97M-V with the def2-TZVPD basis set.

The geometry in XYZ format:
```
15
Properties=species:S:1:pos:R:3:forces:R:3:lowdin_charge:R:1
C -1.884717 -0.486216 1.394555 -0.1 -0.1 0.0 -0.096
N -1.076544 -0.852848 0.267840 -0.1 -0.4 -0.3 -0.039
C 0.024372 -0.151899 -0.163348 -0.2 0.0 0.2 -0.348
C 0.622570 0.994376 0.302545 -0.3 -0.1 0.3 -0.069
C 1.729514 1.255829 -0.538165 0.2 -0.1 -0.3 -0.122
C 1.777192 0.276209 -1.481612 0.5 0.3 -0.1 -0.156
N 0.729903 -0.582375 -1.245786 -0.3 -0.3 0.0 0.062
H -1.485289 0.422205 1.835091 0.0 0.0 0.1 0.072
H -2.921963 -0.299829 1.094415 0.1 0.1 0.1 0.080
H -1.882016 -1.272682 2.157585 0.0 0.1 0.0 0.080
H -1.332253 -1.682262 -0.238854 0.0 0.1 0.1 0.123
H 0.320526 1.588399 1.141140 -0.1 0.1 0.2 0.083
H 2.406557 2.081834 -0.442564 0.2 0.1 0.0 0.088
H 2.455078 0.110950 -2.294429 0.1 0.0 -0.1 0.095
H 0.517071 -1.401689 -1.788414 0.0 0.1 0.1 0.148
```
Forces are in eV/Å.

Computed properties:
energy above the lowest of the compared OMol25 structures with the same formula, charge and spin	62.45	kJ/mol
total energy	-8294.34908	eV
multiplicity	1
structure (SMILES)	CNc1ccc[nH]1
net charge	0
HOMO level	-6.83	eV
gap between HOMO and LUMO	7.810	eV